ORCA calculation (ωB97M-V with the def2-TZVPD basis set) on C3H5ClF2 in the gas phase in a non-equilibrium geometry.

Last column: Mulliken charge in e.
Geometry (Å):
1 Cl -0.142 1.081 -2.885  -0.155
2 F -0.157 0.235 -0.448  0.052
3 F 1.141 -0.373 0.734  -0.266
4 C -0.112 -0.854 0.777  0.080
5 C -0.998 -0.439 1.665  -0.803
6 C 0.704 0.756 -1.359  -0.195
7 H -0.287 -1.602 0.010  0.261
8 H -1.998 -0.857 1.660  0.249
9 H -0.746 0.315 2.402  0.264
10 H 1.497 0.037 -1.566  0.256
11 H 1.099 1.701 -0.988  0.256

For the LUMO energy, the calculation gives 0.9 eV. The molar mass comes out at 114.52 g/mol.